Entry 1:
A 2-piece molecular cluster, C32H45N2O11P2 overall at a distorted geometry. Source: OMol25; level of theory: ωB97M-V/def2-TZVPD.

As for the HOMO-LUMO gap: 6.617 eV. Its charge is +1. Its highest occupied orbital energy is -0.42548 hartree.

Positions of all 92 atoms, in Å:
C: 3.907 -2.078 1.212
C: 4.341 -3.451 0.486
C: 3.332 -4.673 0.802
C: 2.507 -5.087 -0.517
O: 1.342 -4.238 -0.744
O: 0.476 -4.386 0.312
C: -0.774 -3.710 0.010
O: -1.754 -4.448 -0.171
C: -0.760 -2.122 0.009
C: 0.202 -1.387 0.976
C: 0.283 0.186 0.978
P: 1.549 0.816 2.258
C: 0.457 1.807 3.495
O: 2.717 1.859 1.563
N: -0.546 1.028 0.092
C: -0.393 2.537 0.107
C: -1.766 3.331 0.419
C: 0.401 3.118 -1.186
C: 1.836 2.454 -1.435
C: -1.502 0.372 -0.803
C: -2.498 1.138 -1.773
C: -3.931 1.526 -1.192
P: -4.537 0.773 0.388
O: -5.567 1.776 0.991
O: -5.466 -0.667 0.127
C: -6.742 -0.596 0.818
C: -7.432 -2.059 0.615
O: -3.404 0.490 1.615
C: -3.932 0.715 2.954
C: -2.964 -0.139 3.955
C: -1.632 -1.198 -0.892
C: -2.612 -1.944 -1.903
C: -3.889 -2.724 -1.499
C: -4.707 -3.416 -2.650
C: -4.146 -3.239 -4.080
N: -2.956 -2.560 -4.481
C: -2.243 -1.950 -3.415
H: 3.314 -1.438 0.476
H: 4.889 -1.509 1.439
H: 3.378 -2.245 2.211
H: 5.359 -3.739 0.944
H: 4.504 -3.319 -0.652
H: 3.977 -5.576 1.102
H: 2.676 -4.428 1.703
H: 2.237 -6.200 -0.440
H: 3.190 -4.922 -1.431
H: 0.859 -2.041 1.653
H: -0.661 1.688 3.222
H: 0.669 2.937 3.443
H: 0.563 1.413 4.561
H: 3.443 1.926 2.224
H: 0.283 2.890 0.980
H: -1.491 4.317 0.959
H: -2.476 2.782 1.119
H: -2.217 3.645 -0.580
H: 0.579 4.234 -0.947
H: -0.182 3.085 -2.159
H: 2.148 2.381 -2.533
H: 1.885 1.452 -0.885
H: 2.607 3.133 -0.902
H: -2.012 2.127 -2.127
H: -2.671 0.559 -2.759
H: -3.982 2.675 -1.074
H: -4.714 1.297 -2.014
H: -7.483 0.158 0.393
H: -6.669 -0.436 1.943
H: -7.296 -2.297 -0.505
H: -6.756 -2.805 1.172
H: -8.516 -2.087 0.959
H: -3.798 1.823 3.213
H: -4.983 0.320 3.131
H: -2.246 -0.761 3.291
H: -2.293 0.539 4.585
H: -3.550 -0.909 4.569
H: -4.201 -2.777 -0.407
H: -5.664 -3.967 -2.367
H: -4.766 -3.720 -4.924
H: -1.273 -1.393 -3.697
C: 8.010 3.164 -2.043
C: 7.579 4.293 -1.473
C: 6.412 4.297 -0.543
O: 6.056 5.341 -0.025
C: 5.731 3.023 -0.293
C: 6.159 1.900 -0.864
C: 7.340 1.888 -1.772
O: 7.711 0.835 -2.263
O: 5.523 0.724 -0.636
O: 8.188 5.484 -1.716
H: 8.856 3.146 -2.718
H: 4.874 3.038 0.368
H: 6.015 0.059 -1.158
H: 7.694 6.142 -1.189

Atomic partial charges in e from the Mulliken method, atoms 1 to 6: number 1, C, carries -0.6546; number 2, C, carries -0.4797; number 3, C, carries -0.4462; number 4, C, carries -0.6450; number 5, O, carries -0.1434; number 6, O, carries -0.1411

---

Entry 2:
A 6-piece molecular cluster, C32H45N5O4 overall at a distorted geometry. Source: OMol25; level of theory: ωB97M-V/def2-TZVPD.

As for the HOMO-LUMO gap: 8.448 eV. Its highest occupied orbital energy is -0.32587 hartree. The structure (SMILES) is C#CCOC(=O)OCC(=O)c1ccccc1.CCCC#N.CCCC#N.CCCC#N.CCCC#N.CCCC#N.

Positions of all 86 atoms, in Å:
C: 5.055 -0.272 -1.542
C: 4.574 0.914 -1.215
C: 3.816 2.333 -0.951
O: 2.545 2.273 -1.660
C: 1.650 3.321 -1.261
O: 1.796 4.492 -1.728
O: 0.564 3.002 -0.374
C: -0.097 1.813 -0.941
C: -1.477 1.548 -0.155
O: -1.391 1.311 1.112
C: -2.946 1.515 -0.790
C: -3.248 0.953 -2.263
C: -4.768 0.948 -2.741
C: -5.924 1.458 -1.802
C: -5.620 2.017 -0.356
C: -4.127 2.046 0.158
H: 5.463 -1.341 -1.516
H: 3.735 2.515 0.180
H: 4.479 3.145 -1.454
H: -0.184 1.852 -2.086
H: 0.606 0.913 -0.694
H: -2.364 0.578 -2.910
H: -4.969 0.568 -3.810
H: -7.006 1.428 -2.180
H: -6.433 2.402 0.369
H: -3.838 2.442 1.211
C: 8.007 0.265 -5.085
C: 9.336 0.878 -4.654
C: 9.790 0.402 -3.273
C: 8.768 0.791 -2.236
N: 7.955 1.101 -1.414
H: 7.194 0.553 -4.413
H: 7.737 0.610 -6.086
H: 8.067 -0.828 -5.105
H: 9.241 1.969 -4.658
H: 10.102 0.618 -5.391
H: 10.751 0.857 -3.016
H: 9.916 -0.685 -3.262
C: -6.473 -1.982 -7.549
C: -5.926 -2.855 -6.425
C: -5.666 -2.073 -5.136
C: -4.648 -0.991 -5.390
N: -3.839 -0.134 -5.596
H: -5.762 -1.203 -7.838
H: -6.670 -2.587 -8.438
H: -7.410 -1.500 -7.250
H: -4.999 -3.330 -6.764
H: -6.641 -3.658 -6.218
H: -5.288 -2.743 -4.359
H: -6.591 -1.617 -4.770
C: 0.768 -2.753 -0.652
C: -0.748 -2.628 -0.531
C: -1.440 -2.455 -1.885
C: -0.946 -1.200 -2.554
N: -0.552 -0.201 -3.084
H: 1.215 -1.849 -1.076
H: 1.216 -2.903 0.334
H: 1.043 -3.603 -1.284
H: -0.983 -1.778 0.118
H: -1.140 -3.525 -0.042
H: -2.523 -2.384 -1.747
H: -1.237 -3.312 -2.534
C: 0.015 3.056 3.804
C: -1.063 2.117 4.333
C: -0.991 1.922 5.850
C: 0.340 1.323 6.226
N: 1.398 0.847 6.525
H: 1.019 2.660 3.984
H: -0.093 3.187 2.724
H: -0.056 4.041 4.276
H: -0.968 1.149 3.830
H: -2.046 2.520 4.071
H: -1.790 1.253 6.182
H: -1.113 2.878 6.367
C: -0.821 -3.028 10.142
C: 0.000 -2.599 8.930
C: 0.003 -1.084 8.718
C: -1.405 -0.598 8.491
N: -2.524 -0.211 8.311
H: -1.876 -2.764 10.028
H: -0.771 -4.113 10.271
H: -0.446 -2.559 11.057
H: -0.396 -3.098 8.039
H: 1.031 -2.943 9.060
H: 0.615 -0.827 7.849
H: 0.423 -0.575 9.591

Atomic partial charges in e from the Mulliken method, atoms 1 to 6: number 1, C, carries -0.4439; number 2, C, carries -0.0472; number 3, C, carries -0.2069; number 4, O, carries -0.1895; number 5, C, carries 0.5146; number 6, O, carries -0.5504

---

Entry 3:
C32H46Cl2O2P4Pt as an isolated structure at a distorted geometry. Source: OMol25; level of theory: ωB97M-V/def2-TZVPD.

As for the HOMO-LUMO gap (spin up / spin down): 5.179 / 3.653 eV. Its charge is +2. Its highest occupied orbital energy (spin up / spin down) is -0.36120 / -0.47369 hartree. Its expectation value of S² is 6.024. As for the spin multiplicity: 5.

Positions of all 87 atoms, in Å:
P: 4.153 -4.740 -0.989
C: 3.725 -6.381 -1.702
C: 4.372 -6.949 -2.797
H: 5.177 -6.415 -3.282
C: 3.990 -8.197 -3.270
H: 4.500 -8.625 -4.124
C: 2.966 -8.897 -2.650
H: 2.671 -9.871 -3.019
C: 2.316 -8.340 -1.556
H: 1.511 -8.877 -1.071
C: 2.686 -7.087 -1.093
H: 2.166 -6.650 -0.249
C: 5.312 -4.079 -2.256
C: 4.748 -3.426 -3.354
H: 3.672 -3.318 -3.417
C: 5.551 -2.917 -4.362
H: 5.100 -2.417 -5.210
C: 6.933 -3.034 -4.278
H: 7.562 -2.628 -5.059
C: 7.502 -3.669 -3.184
H: 8.578 -3.762 -3.110
C: 6.698 -4.192 -2.181
H: 7.150 -4.693 -1.336
C: 5.313 -5.214 0.358
C: 5.838 -6.494 0.520
H: 5.564 -7.278 -0.172
C: 6.712 -6.769 1.562
H: 7.111 -7.768 1.678
C: 7.079 -5.768 2.450
H: 7.762 -5.983 3.261
C: 6.561 -4.488 2.296
H: 6.838 -3.704 2.988
C: 5.677 -4.217 1.264
H: 5.264 -3.221 1.157
Pt: 0.000 0.000 0.000
C: 1.386 1.485 -0.222
C: 2.691 1.240 -0.508
H: 1.046 2.510 -0.107
C: 3.051 -0.212 -0.672
O: 4.111 -0.559 0.225
H: 4.362 -1.478 0.062
C: 1.777 -0.913 -0.397
H: 3.357 -0.431 -1.704
C: 0.927 -1.836 -0.166
Cl: -1.511 1.850 0.398
Cl: -1.989 -1.511 0.279
P: -0.751 0.100 -2.305
C: -2.513 0.477 -2.516
H: -2.720 1.467 -2.124
H: -3.092 -0.243 -1.948
H: -2.780 0.431 -3.570
C: 0.110 1.340 -3.334
H: 1.179 1.145 -3.331
H: -0.063 2.325 -2.907
H: -0.255 1.329 -4.359
C: -0.509 -1.489 -3.168
H: -1.053 -2.255 -2.621
H: 0.545 -1.752 -3.184
H: -0.882 -1.439 -4.188
P: 3.942 2.476 -0.614
C: 3.199 4.120 -0.701
C: 4.965 2.229 -2.086
H: 2.634 4.327 0.203
H: 2.533 4.183 -1.557
H: 3.983 4.866 -0.800
H: 5.443 1.255 -2.034
H: 5.736 2.994 -2.140
H: 4.349 2.280 -2.979
C: 5.063 2.460 0.809
H: 4.498 2.668 1.713
H: 5.843 3.209 0.693
H: 5.508 1.474 0.893
H: 0.635 -2.862 -0.059
C: -2.158 0.433 3.018
P: -0.341 -0.026 3.183
C: 0.420 1.170 4.375
C: -0.286 -1.748 3.881
O: 0.589 -0.080 1.896
H: -2.631 0.313 4.015
H: -2.725 -0.215 2.334
H: -2.296 1.498 2.764
H: -0.170 1.155 5.316
H: 1.467 0.880 4.585
H: 0.379 2.190 3.941
H: -0.742 -2.453 3.153
H: 0.761 -2.043 4.084
H: -0.875 -1.779 4.822

Atomic partial charges in e from the Mulliken method, atoms 1 to 6: number 1, P, carries 0.7622; number 2, C, carries 0.0075; number 3, C, carries 0.1328; number 4, H, carries 0.4020; number 5, C, carries -0.7234; number 6, H, carries 0.4338

---

| no. | M (g/mol) | calculated total energy (hartree) |
| --- | --- | --- |
| 1 | 695.7 | -2865.5428 |
| 2 | 563.7 | -1820.6384 |
| 3 | 852.6 | -3801.8547 |